No. 1
DFT (the ωB97M-V functional and the def2-TZVPD basis) results for the ion C4H13N2 with charge +1 in a non-equilibrium geometry.

XYZ file:
```
19
Properties=species:S:1:pos:R:3:forces:R:3:lowdin_charge:R:1
C 1.9380 1.7017 -1.1862 0.1 1.1 -0.6 -0.07
C 1.5160 0.9757 0.0669 0.3 -0.8 -0.8 -0.16
N 0.3401 0.0723 -0.2362 -1.1 0.9 0.4 0.03
C -0.8649 0.2973 0.6832 0.9 1.5 -0.5 -0.11
C -1.8440 -0.8415 0.5434 -0.1 -0.6 -1.1 -0.23
N -1.1151 -2.0930 0.2433 -0.1 -0.1 1.2 0.00
H 2.0311 1.0719 -2.0750 -0.1 -0.3 0.3 0.09
H 1.2817 2.5307 -1.4408 -0.4 -0.1 0.0 0.09
H 2.9055 2.1998 -1.0969 0.1 -0.3 0.4 0.10
H 2.3305 0.3161 0.3139 0.2 -0.2 0.7 0.13
H 1.2267 1.6150 0.8890 0.2 0.2 0.1 0.12
H 0.5098 -0.9385 -0.2227 0.1 -0.2 -0.1 0.14
H 0.0131 0.3214 -1.1687 0.1 -0.4 -0.2 0.17
H -1.2599 1.2597 0.3414 -0.4 -0.3 -0.1 0.14
H -0.4465 0.6046 1.6385 -0.1 -1.0 0.5 0.13
H -2.4961 -0.6483 -0.3106 0.2 0.1 -0.2 0.12
H -2.5394 -0.9281 1.3571 0.0 0.2 0.8 0.12
H -1.7842 -2.7831 -0.0806 0.1 0.0 -0.3 0.09
H -0.8106 -2.4809 1.1434 0.1 0.0 -0.4 0.10
```
Positions in Å, forces in eV/Å.

Results
Energy above the lowest of the compared OMol25 structures with the same formula, charge and spin, kJ/mol: 94.4
Net charge: +1
HOMO energy, Ha: -0.5354
Orbital gap, Ha: 0.429

No. 2
DFT (the ωB97M-V functional and the def2-TZVPD basis) results for a structure of composition C2H6O2Rb.

XYZ file:
```
11
Properties=species:S:1:pos:R:3:forces:R:3:lowdin_charge:R:1
Rb 12.2826 -12.0362 -9.5492 0.1 -0.2 0.1 1.03
C 12.0406 -13.7212 -6.2728 -0.4 0.4 0.2 -0.23
C 13.0250 -14.8004 -6.5792 0.2 -0.3 -0.1 -0.23
O 13.1504 -14.9839 -7.9964 -0.1 0.1 0.4 -0.09
O 12.4253 -12.4236 -6.7711 0.0 -0.3 -0.1 -0.20
H 11.8782 -13.6749 -5.1939 0.1 0.0 0.0 0.13
H 11.0674 -13.9533 -6.7093 0.1 0.1 -0.2 0.13
H 12.6538 -15.7176 -6.1096 0.0 0.0 0.0 0.14
H 14.0061 -14.5750 -6.1477 0.0 0.1 0.0 0.13
H 13.5127 -15.8700 -8.0955 0.0 0.1 -0.4 0.10
H 13.0804 -12.0471 -6.1764 0.0 0.0 0.1 0.10
```
Positions in Å, forces in eV/Å.

Results
Energy above the lowest of the compared OMol25 structures with the same formula, charge and spin, kJ/mol: 8.5
Net charge: +1
HOMO energy, Ha: -0.5240
Orbital gap, Ha: 0.390

No. 3
DFT (the ωB97M-V functional and the def2-TZVPD basis) results for a cluster of 2 separate species, CHNO3 in total in a non-equilibrium geometry.

XYZ file:
```
6
Properties=species:S:1:pos:R:3:forces:R:3:lowdin_charge:R:1
C 3.1446 0.0235 0.0273 0.2 -0.7 -0.6 -0.44
N 0.9945 -0.7287 -1.0147 -0.5 1.3 0.8 0.07
O 3.5708 -1.0418 -0.1072 0.3 0.4 0.4 0.22
O 2.7334 1.1105 0.1383 0.6 0.3 0.4 0.15
O 0.4229 0.1605 -0.2792 0.8 1.0 -0.2 -0.14
H 1.0549 1.0113 -0.0509 -1.4 -2.4 -0.8 0.14
```
Positions in Å, forces in eV/Å.

Results
Energy above the lowest of the compared OMol25 structures with the same formula, charge and spin, kJ/mol: 166.3
HOMO energy (spin up / spin down), Ha: -0.3359 / -0.3384
Orbital gap (spin up / spin down), Ha: 0.335 / 0.335

No. 4
DFT (the ωB97M-V functional and the def2-TZVPD basis) results for an isolated molecule of C2HClF3N in a non-equilibrium geometry.

XYZ file:
```
8
Properties=species:S:1:pos:R:3:forces:R:3:lowdin_charge:R:1
H -1.4203 2.7194 1.0753 2.0 1.2 -0.1 -0.01
N -2.0457 1.9727 1.1388 0.0 -7.4 -5.3 0.13
C -1.6816 0.9023 0.2302 -3.6 5.8 5.5 -0.63
Cl -0.2390 0.6689 -0.6029 0.1 0.1 -0.2 0.77
C -2.7762 -0.1995 0.0480 0.3 -0.2 2.0 -0.65
F -3.1585 -0.2709 -1.2052 -0.1 -0.1 -0.6 0.16
F -3.9005 -0.0933 0.8292 1.7 0.4 -1.0 0.12
F -2.1821 -1.3608 0.4129 -0.3 0.0 -0.4 0.10
```
Positions in Å, forces in eV/Å.

Results
Energy above the lowest of the compared OMol25 structures with the same formula, charge and spin, kJ/mol: 105.8
HOMO energy, Ha: -0.4041
Orbital gap, Ha: 0.387

No. 5
DFT (the ωB97M-V functional and the def2-TZVPD basis) results for a structure of composition C20H28O16S4 in a non-equilibrium geometry.

XYZ file:
```
68
Properties=species:S:1:pos:R:3:forces:R:3:lowdin_charge:R:1
C 0.6660 1.3299 0.0028 1.7 -0.8 -0.1 -0.16
C -0.2178 2.2286 -0.8256 -0.7 -0.2 1.1 -0.20
O -0.2823 1.6464 -2.1042 0.5 -0.9 -1.5 -0.21
S 0.4543 0.1496 -2.3110 0.3 2.2 -0.3 0.76
O 1.6629 0.3670 -3.1359 -2.4 -0.6 2.7 -0.26
O -0.5070 -0.8090 -2.8050 1.3 1.2 1.3 -0.24
O 0.6560 0.0413 -0.6499 0.0 -1.0 -1.9 -0.22
H 0.4423 1.1492 1.0542 -0.7 0.1 -0.3 0.14
H 1.7108 1.6404 0.0141 0.1 0.3 -0.2 0.12
H 0.1366 3.2592 -0.8062 0.3 -0.1 -0.6 0.13
H -1.2153 2.2559 -0.3870 -0.2 -0.1 -0.2 0.13
C 4.9399 -3.6737 -11.0493 1.6 1.4 0.6 -0.20
C 5.0487 -2.5866 -9.9145 0.7 0.9 0.1 -0.19
O 4.1137 -2.8504 -8.8902 -2.7 -2.2 -1.0 -0.21
S 2.8130 -3.8218 -9.5938 -0.1 0.9 0.3 0.84
O 1.7343 -2.9037 -10.0861 3.4 -2.9 1.4 -0.27
O 2.5241 -4.9941 -8.7537 0.5 3.1 -1.9 -0.25
O 3.8061 -4.3750 -10.8080 -4.2 -0.8 1.5 -0.21
H 5.7046 -4.4482 -10.9896 0.6 0.5 -0.2 0.13
H 4.8728 -3.2184 -12.0373 0.3 0.1 0.0 0.13
H 4.9025 -1.5565 -10.2395 -0.4 -0.1 -0.7 0.12
H 6.0027 -2.5029 -9.3938 0.3 -0.7 -0.2 0.12
C -5.7901 -3.8050 0.3379 -0.5 -2.1 0.1 -0.21
C -6.2782 -2.9271 -0.7641 -0.8 0.3 0.0 -0.20
O -5.8800 -1.6580 -0.3192 -0.4 3.6 0.2 -0.21
S -5.7979 -1.4727 1.3589 1.2 -0.2 -2.4 0.76
O -7.1239 -1.4081 1.9030 1.1 -0.2 -0.3 -0.23
O -4.7898 -0.4758 1.7786 -2.4 -3.1 -1.5 -0.23
O -5.2117 -2.9792 1.2821 1.7 1.0 3.5 -0.21
H -5.0719 -4.5293 -0.0461 0.4 0.2 0.4 0.14
H -6.5731 -4.3693 0.8445 -0.2 0.0 -0.3 0.13
H -7.3581 -3.0328 -0.8682 -0.1 0.4 0.0 0.13
H -5.8293 -3.1353 -1.7353 0.2 0.3 0.2 0.14
C -0.8624 4.0552 10.5853 -1.2 -0.5 -0.3 -0.16
C -0.3568 2.7689 11.2849 -0.7 2.8 2.2 -0.22
O 0.5825 2.3800 10.3837 2.6 -3.1 -1.1 -0.18
S -0.0925 2.2426 8.9785 -2.0 2.0 -2.7 0.71
O -1.2039 1.3053 8.9740 2.1 0.9 0.2 -0.24
O 0.8447 2.3225 7.8660 -1.4 -0.4 2.6 -0.23
O -0.7904 3.7680 9.1866 0.6 -1.8 -1.0 -0.22
H -0.2584 4.9575 10.6807 -0.1 -0.2 0.8 0.13
H -1.9220 4.1593 10.8188 0.1 0.6 0.2 0.13
H -1.1396 2.0711 11.5822 0.1 -0.3 -0.7 0.13
H 0.1718 3.0275 12.2024 0.1 0.0 0.0 0.14
C 2.3599 8.7246 -2.5224 -1.6 -0.3 -2.0 -0.08
C 1.5781 9.7633 -3.0555 0.3 -0.2 -1.5 -0.11
C 0.8497 9.6509 -4.2744 -0.5 -1.4 0.8 -0.10
C 0.6509 8.4053 -4.9014 2.2 -1.0 2.1 -0.07
C 1.4758 7.3092 -4.3936 -0.5 1.8 1.0 -0.08
C 2.2908 7.4740 -3.2327 -0.5 1.4 -0.3 -0.09
H 2.9426 8.9422 -1.6395 0.1 -0.5 0.1 0.09
H 1.5362 10.7699 -2.6662 0.4 -0.1 0.6 0.09
H 0.3095 10.5270 -4.6017 -0.1 0.0 -0.1 0.09
H -0.1202 8.2021 -5.6297 0.3 0.3 -0.4 0.09
H 1.4387 6.3252 -4.8372 -0.1 0.0 -0.1 0.08
H 2.8796 6.6493 -2.8590 0.0 -0.2 -0.1 0.08
C 0.4164 -7.4403 5.5468 -0.3 1.4 1.3 -0.11
C 0.4202 -6.0206 5.4976 -0.5 -1.1 -2.4 -0.06
C 0.2006 -5.4743 4.1977 0.8 -0.6 1.0 -0.09
C 0.0366 -6.3118 3.0954 -1.0 0.4 0.7 -0.11
C -0.0384 -7.6935 3.2217 1.2 0.2 -0.2 -0.09
C 0.2203 -8.2701 4.4651 -0.1 0.5 -0.5 -0.10
H 0.4608 -7.8850 6.5300 0.4 -0.2 0.1 0.09
H 0.5794 -5.4228 6.3828 0.0 0.0 -0.1 0.09
H 0.2550 -4.4236 3.9539 -0.1 0.2 0.5 0.09
H -0.1943 -5.7880 2.1796 0.2 -0.4 -0.4 0.10
H -0.0796 -8.2701 2.3094 -0.4 -0.3 0.1 0.10
H 0.2937 -9.3352 4.6282 -0.2 -0.1 -0.2 0.10
```
Positions in Å, forces in eV/Å.

Results
Energy above the lowest of the compared OMol25 structures with the same formula, charge and spin, kJ/mol: 432.7
HOMO energy, Ha: -0.3372
Orbital gap, Ha: 0.353

No. 6
DFT (the ωB97M-V functional and the def2-TZVPD basis) results for a structure of composition C6H12N2 in a non-equilibrium geometry.

XYZ file:
```
20
Properties=species:S:1:pos:R:3:forces:R:3:lowdin_charge:R:1
C -2.4611 0.4482 0.3002 0.0 -0.3 -0.1 -0.14
C 1.0201 -0.2703 1.4973 0.2 0.2 -0.4 -0.04
C 1.7209 1.1586 -1.2336 0.1 0.1 0.1 -0.11
N -1.0525 0.6787 0.0661 0.6 -0.6 0.5 -0.04
C 0.0192 -0.8878 0.5646 -0.6 0.0 0.4 -0.35
C -0.5142 -0.0802 -0.9421 0.7 -0.1 -0.8 -0.32
C 0.7744 0.0379 -1.4718 -0.7 0.0 0.4 -0.11
N -0.4662 -2.0531 0.5984 -0.2 0.6 -0.1 0.11
H -0.1629 -2.5737 1.4196 0.1 0.1 -0.2 0.06
H -1.1542 -0.8193 -1.4275 0.0 -0.1 0.1 0.13
H 1.0775 -0.7592 -2.1400 -0.1 0.0 0.0 0.11
H -3.0716 0.7871 -0.5479 0.1 0.0 0.1 0.08
H -2.7697 0.9893 1.1958 0.0 0.0 -0.1 0.07
H -2.6839 -0.6221 0.4487 0.1 0.1 0.0 0.07
H 2.0145 -0.6872 1.3200 -0.1 0.0 0.0 0.09
H 1.0565 0.8089 1.4008 0.0 0.0 0.0 0.07
H 0.7196 -0.5165 2.5184 -0.1 0.0 -0.1 0.09
H 1.2462 1.9658 -0.6746 0.0 0.0 0.0 0.07
H 2.6224 0.8455 -0.6944 0.0 0.0 0.0 0.07
H 2.0651 1.5492 -2.1981 0.0 0.0 0.1 0.08
```
Positions in Å, forces in eV/Å.

Results
Energy above the lowest of the compared OMol25 structures with the same formula, charge and spin, kJ/mol: 402.6
HOMO energy (spin up / spin down), Ha: -0.2684 / -0.2684
Orbital gap (spin up / spin down), Ha: 0.286 / 0.286

No. 7
DFT (the ωB97M-V functional and the def2-TZVPD basis) results for a structure of composition C11H30Cl2OP3Pb in a non-equilibrium geometry.

XYZ file:
```
48
Properties=species:S:1:pos:R:3:forces:R:3:lowdin_charge:R:1
C 1.2187 0.1347 -4.5639 -0.3 0.3 -1.0 -0.02
C 0.8774 0.3845 -3.1434 4.0 -1.2 2.6 -0.36
H 2.3127 0.0904 -4.7183 -0.4 0.1 0.4 0.13
H 0.7585 0.9195 -5.1956 0.3 -0.4 0.3 0.11
H 0.7714 -0.8279 -4.8731 0.0 0.3 0.2 0.13
O 1.5258 0.3372 -2.1406 -3.7 0.6 -3.4 0.14
Cl -3.9487 1.7942 -3.2007 1.5 -0.5 -0.1 0.03
Pb -1.6763 0.8291 -3.0422 -1.1 0.2 1.3 0.84
P -0.4229 2.8460 -1.2286 -1.2 1.6 0.1 0.70
C 0.7706 3.4870 0.0150 0.6 -0.8 0.1 -0.25
C -0.2490 4.1415 -2.5245 0.3 -0.4 -0.3 -0.26
H 0.0175 5.0999 -2.0535 -0.2 -0.3 -0.3 0.07
H -1.8783 4.4399 -0.1267 -0.2 -0.3 -0.1 0.07
H -1.1850 4.2460 -3.0936 0.3 0.0 0.2 0.06
H -2.8154 3.2973 -1.1763 0.2 0.2 0.3 0.00
H 1.7900 3.1820 -0.2602 -0.2 0.2 0.2 0.05
H 0.5556 3.8510 -3.2173 -0.2 0.3 0.1 0.05
C -1.9909 3.3985 -0.4559 0.1 -0.3 0.0 -0.28
H 0.7172 4.5870 0.0467 -0.1 -0.4 -0.1 0.07
H -2.1930 2.7505 0.4070 -0.1 0.3 -0.1 0.04
H 0.5464 3.0835 1.0131 0.0 0.2 -0.3 0.03
P 0.1792 -2.9094 1.1524 0.0 -0.5 -0.4 0.80
C 1.2341 -4.1894 1.8425 0.2 0.2 0.3 -0.17
C -1.5263 -3.4699 1.1308 -0.2 0.2 0.1 -0.17
H -0.0602 -1.9396 -1.0214 0.1 -0.2 0.2 -0.01
H 1.0195 -3.3722 -1.0245 -0.1 0.1 0.1 0.09
H 1.6224 -1.7938 -0.4559 0.0 -0.2 0.1 0.05
C 0.7507 -2.4546 -0.4878 -0.1 0.1 -0.3 -0.20
H -2.1395 -2.7865 0.5247 0.2 -0.2 0.2 0.01
H -1.5458 -4.4723 0.6801 0.0 0.2 0.1 0.09
H 1.0507 -5.1203 1.2877 0.0 0.2 0.1 0.09
H 1.0044 -4.3459 2.9041 0.0 -0.1 -0.2 0.08
H -1.9294 -3.5271 2.1528 0.1 -0.1 -0.3 0.09
H 2.2900 -3.9111 1.7376 -0.2 -0.1 0.0 0.08
Cl -2.4326 -0.9249 -1.3072 0.5 0.5 -0.6 -0.05
C 0.2557 -1.4666 4.0669 0.0 -0.2 0.0 -0.17
P 0.3287 -1.0483 2.3199 0.1 0.4 0.6 0.81
C -1.0241 0.0355 1.8441 -0.3 0.0 -0.1 -0.19
C 1.9097 -0.2610 1.9553 0.2 -0.2 -0.2 -0.18
H -0.7131 -1.9161 4.3172 0.1 0.1 0.0 0.08
H 0.3795 -0.5396 4.6415 0.0 -0.1 -0.1 0.09
H 1.0562 -2.1661 4.3390 -0.1 0.2 -0.1 0.08
H -1.8702 -0.1141 2.5289 0.2 0.1 -0.2 0.09
H -0.6845 1.0803 1.9029 0.0 -0.3 0.1 0.06
H -1.3648 -0.1774 0.8166 0.1 0.1 0.3 -0.03
H 2.1337 0.4299 2.7802 -0.1 -0.1 -0.2 0.09
H 2.7140 -1.0079 1.8941 -0.1 0.2 0.1 0.08
H 1.8595 0.2965 1.0099 0.0 -0.1 0.3 0.06
```
Positions in Å, forces in eV/Å.

Results
Energy above the lowest of the compared OMol25 structures with the same formula, charge and spin, kJ/mol: 0.0
Net charge: +3
HOMO energy (spin up / spin down), Ha: -0.6579 / -0.6579
Orbital gap (spin up / spin down), Ha: 0.226 / 0.226

No. 8
DFT (the ωB97M-V functional and the def2-TZVPD basis) results for a structure of composition CHLiO2Tl in a non-equilibrium geometry.

XYZ file:
```
6
Properties=species:S:1:pos:R:3:forces:R:3:lowdin_charge:R:1
O 0.4681 -0.3094 0.1004 1.2 -0.3 0.2 -0.65
C -1.9721 1.0228 -0.1255 0.9 -1.8 3.4 -0.12
O -2.6081 0.9235 -1.0736 -1.4 0.7 -3.2 0.03
Tl 3.7517 -1.6678 0.0604 8.8 -1.9 -0.7 0.63
Li 2.0262 -1.2712 0.1796 -10.2 2.6 0.6 0.06
H -1.6659 1.3022 0.8588 0.6 0.8 -0.3 0.05
```
Positions in Å, forces in eV/Å.

Results
Energy above the lowest of the compared OMol25 structures with the same formula, charge and spin, kJ/mol: 763.4
<S²>: 1.69
Multiplicity: 2
HOMO energy (spin up / spin down), Ha: -0.1853 / -0.3382
Orbital gap (spin up / spin down), Ha: 0.122 / 0.275